Entry 1:
{"formula": "C22H36N3O6RhS2", "method": "ωB97M-V/def2-TZVPD", "elements": ["Rh", "C", "C", "N", "O", "C", "C", "N", "O", "H", "H", "H", "H", "H", "H", "H", "C", "C", "C", "S", "O", "C", "C", "C", "H", "H", "H", "H", "H", "H", "H", "H", "H", "H", "H", "H", "H", "H", "N", "C", "C", "C", "C", "C", "C", "S", "O", "O", "O", "H", "H", "H", "H", "H", "H", "C", "C", "C", "C", "C", "C", "H", "H", "H", "H", "H", "H", "H", "H", "H"], "coordinates": [[1.35020, -0.96684, -0.05344], [1.14900, -2.57966, -3.95078], [1.37977, -2.19280, -2.53176], [0.49627, -1.64680, -1.77201], [-0.74292, -1.40790, -2.30449], [2.66914, -2.46132, -1.88467], [3.84015, -3.02650, -2.61602], [2.72358, -2.22488, -0.59099], [3.65796, -2.50542, 0.17021], [0.12192, -2.39571, -4.24530], [1.38649, -3.63463, -4.09026], [1.81572, -2.00654, -4.59735], [-1.32460, -1.23615, -1.53688], [3.65252, -4.04649, -2.95726], [4.70284, -3.04141, -1.95565], [4.07015, -2.41548, -3.48984], [-4.97925, 1.84535, -3.18215], [-3.76927, 1.16921, -2.54589], [-3.91667, 1.08728, -1.03298], [-2.58392, 0.17568, -0.22547], [-2.98404, 0.00213, 1.19473], [-1.29898, 1.45752, -0.30247], [-1.45628, 2.57201, 0.73344], [-0.20630, 2.73580, 1.58709], [-4.86688, 1.90798, -4.26402], [-5.10643, 2.85887, -2.79953], [-5.89362, 1.28952, -2.96959], [-2.86634, 1.72414, -2.81051], [-3.64903, 0.16149, -2.95359], [-4.81050, 0.52565, -0.75325], [-3.97684, 2.06992, -0.55996], [-1.28155, 1.82302, -1.33016], [-0.37825, 0.88573, -0.17198], [-2.30811, 2.33848, 1.37504], [-1.67191, 3.51050, 0.22176], [0.00145, 1.80477, 2.12494], [-0.33344, 3.52825, 2.32371], [0.65613, 2.99686, 0.97136], [2.46978, -0.28976, 1.52825], [2.90118, 1.00619, 1.04135], [3.04969, 1.12542, -0.33539], [3.19711, 2.37813, -0.91088], [3.20063, 3.50212, -0.09950], [3.13778, 3.36667, 1.28254], [2.97899, 2.11649, 1.86191], [3.16468, 5.13956, -0.85573], [3.77761, 4.92579, -2.15310], [3.91432, 5.96349, 0.06981], [1.73476, 5.39922, -0.89244], [3.22760, -0.94955, 1.70615], [1.90514, -0.19636, 2.36894], [3.10144, 0.24655, -0.98971], [3.30450, 2.51004, -1.97944], [3.18197, 4.26176, 1.88957], [2.85872, 2.01144, 2.93427], [-1.84369, -1.71013, 4.03561], [-1.49995, -2.80558, 3.01678], [-2.78029, -3.28738, 2.32452], [-0.80311, -3.97771, 3.72142], [-0.58238, -2.25754, 2.00631], [0.13054, -1.79062, 1.14766], [-2.54047, -2.10848, 4.77610], [-2.30659, -0.86020, 3.53769], [-0.94675, -1.37221, 4.55715], [-3.45621, -3.71559, 3.06671], [-2.55457, -4.05312, 1.58126], [-3.28202, -2.45038, 1.83467], [-1.46961, -4.39065, 4.48074], [0.11519, -3.65060, 4.20985], [-0.55413, -4.76862, 3.01292]], "atomic_forces_ev_per_a": [[-0.1651, 0.7940, -0.0046], [-0.0025, -0.0224, 0.0150], [-0.0507, -0.0301, 0.0865], [0.1973, 0.0398, -0.0220], [0.1807, -0.0382, -0.0366], [-0.1330, -0.0920, -0.1074], [-0.0247, -0.1190, 0.0707], [-0.1457, -0.0218, -0.1328], [0.0735, 0.0407, 0.0529], [-0.0077, 0.0051, 0.0077], [0.0023, -0.0007, -0.0046], [-0.0049, 0.0054, -0.0033], [-0.0501, 0.0120, 0.0203], [0.0025, -0.0029, 0.0080], [0.0041, 0.0102, 0.0007], [-0.0071, -0.0096, -0.0085], [-0.0036, -0.0079, 0.0004], [0.0142, 0.0024, -0.0038], [-0.0229, -0.0383, 0.0149], [-0.0864, 0.1821, 0.1104], [0.0047, -0.0004, -0.0417], [-0.2143, 0.0041, -0.1272], [-0.0452, -0.0187, 0.0045], [-0.0353, -0.0277, -0.1098], [0.0011, -0.0011, 0.0027], [0.0030, 0.0023, 0.0000], [-0.0040, 0.0008, 0.0011], [0.0021, -0.0022, 0.0049], [-0.0007, 0.0077, -0.0053], [-0.0034, 0.0033, -0.0053], [0.0066, -0.0029, 0.0065], [0.0361, -0.0312, -0.0273], [0.3126, 0.0535, 0.1966], [-0.0208, -0.0187, 0.0252], [-0.0067, -0.0205, -0.0149], [0.0233, 0.0080, -0.0027], [-0.0103, 0.0127, 0.0104], [-0.1411, -0.0284, 0.0095], [-0.0173, -0.0213, 0.3357], [-0.0372, 0.0236, 0.0622], [-0.0262, 0.0093, -0.2593], [-0.0256, 0.0559, 0.0345], [0.0481, 0.0186, -0.0143], [0.1136, -0.0124, -0.0094], [-0.0094, -0.0191, -0.0253], [0.1493, -0.0188, -0.0008], [-0.0327, 0.0129, 0.0244], [-0.0386, -0.0017, -0.0178], [-0.1020, -0.0276, 0.0229], [-0.0131, -0.0319, -0.1180], [0.1054, -0.0439, 0.0769], [0.0510, -0.0631, 0.0582], [0.0011, -0.0018, -0.0049], [0.0082, 0.0053, 0.0011], [0.0068, -0.0009, -0.0070], [0.0139, -0.0281, 0.0010], [-0.0084, 0.0526, 0.0208], [-0.0561, 0.0476, -0.0307], [-0.0206, -0.0166, -0.0126], [-0.1152, 0.0482, -0.0199], [0.2928, -0.6183, -0.1174], [0.0072, 0.0018, -0.0055], [-0.0170, 0.0307, -0.0275], [0.0030, 0.0094, 0.0008], [-0.0134, -0.0103, 0.0102], [0.0035, -0.0064, -0.0051], [0.0452, -0.0482, 0.0302], [-0.0004, -0.0038, 0.0013], [0.0051, 0.0034, 0.0017], [0.0012, 0.0052, 0.0029]], "largest_force_ev_per_a": 0.81, "orbital_gap_ev": 5.7263, "e_lumo_ev": -2.25, "de_lowest_kj_mol": 152.9, "charge": 0, "total_energy_ha": -2382.29475}

---

Entry 2:
{"formula": "C22H36O3P2Ti", "method": "ωB97M-V/def2-TZVPD", "elements": ["P", "P", "C", "C", "H", "H", "H", "H", "C", "H", "H", "H", "C", "H", "H", "H", "C", "H", "H", "H", "C", "H", "H", "H", "Ti", "C", "C", "C", "C", "C", "C", "C", "C", "C", "H", "H", "H", "H", "H", "H", "H", "H", "H", "H", "H", "H", "H", "H", "H", "O", "C", "C", "C", "C", "C", "C", "C", "O", "O", "H", "H", "H", "H", "H"], "coordinates": [[-2.69670, 0.14969, 0.65769], [-0.32444, -1.91970, 1.18712], [-2.94322, -1.68170, 0.25931], [-2.23582, -2.44471, 1.37519], [-2.44498, -1.82729, -0.72462], [-3.97410, -2.01516, 0.09586], [-2.57178, -2.11149, 2.36875], [-2.30930, -3.54417, 1.25900], [-0.08997, -3.59306, 0.12093], [0.95941, -3.80543, -0.08361], [-0.63931, -3.70188, -0.83094], [-0.44711, -4.44799, 0.71774], [0.67238, -2.73681, 2.45990], [0.56439, -3.83113, 2.34673], [0.37518, -2.37981, 3.45229], [1.71029, -2.47836, 2.20987], [-4.19472, 0.42360, -0.46232], [-4.52730, 1.46439, -0.42092], [-5.03127, -0.21603, -0.15626], [-3.99069, 0.18019, -1.51492], [-3.54726, 0.66377, 2.23282], [-2.87804, 0.40228, 3.07142], [-4.55921, 0.20773, 2.31911], [-3.61876, 1.77358, 2.10772], [0.04020, 0.40593, 2.19563], [0.93895, -1.66877, -2.29841], [0.44625, -2.48622, -3.21421], [-0.65279, -2.15226, -4.21685], [-0.87438, -0.66605, -4.05527], [-1.91638, -0.36142, -3.00524], [-1.52050, 0.58192, -2.15955], [-0.21595, 0.46724, -1.30594], [1.09306, -0.15060, -1.85271], [-0.85107, 2.08785, 3.26258], [1.39942, -2.31081, -1.41867], [0.45145, -3.59492, -3.11048], [-1.57685, -2.70022, -3.93469], [-0.46777, -2.35555, -5.26995], [0.07291, -0.16068, -3.80392], [-1.19122, -0.22975, -5.01697], [-2.97486, -0.63709, -3.13011], [-2.15881, 1.33061, -1.60013], [-0.46811, -0.12021, -0.35082], [-0.04337, 1.45344, -0.89197], [1.56135, 0.59758, -2.52170], [1.75408, -0.26172, -0.95960], [-0.55287, 2.06647, 4.34091], [-1.94742, 2.07136, 3.21292], [-0.48808, 3.08131, 2.88085], [4.60895, 2.13732, 3.08900], [4.44477, 2.66434, 1.85604], [5.59109, 3.11160, 1.18068], [5.53807, 3.69414, -0.08782], [4.28822, 3.81206, -0.70959], [3.11497, 3.29458, -0.11462], [3.15016, 2.80292, 1.21862], [2.00917, 2.02592, 1.75078], [0.90348, 1.85420, 1.10715], [2.07512, 1.39481, 2.87262], [3.71894, 1.74180, 3.26993], [6.55663, 2.92152, 1.68411], [6.45354, 4.11416, -0.55131], [4.25714, 4.27253, -1.71945], [2.17485, 3.34015, -0.66967]], "atomic_forces_ev_per_a": [[-2.4042, -0.4066, -0.7868], [-1.5678, -3.7371, -1.5139], [1.0101, -0.0044, 0.8515], [1.5430, 0.0342, 0.0997], [-0.0272, 0.1230, 0.5215], [0.0717, 0.3080, 0.3960], [-0.1519, -0.3014, -0.2551], [0.0721, 0.6463, 0.3552], [-0.2879, 0.2011, -0.5659], [0.0894, 0.2637, -0.0123], [0.2457, 0.6588, 0.3074], [0.0335, 0.5720, 0.2428], [-0.0229, -0.3442, 0.6634], [0.0651, 0.6213, 0.6000], [0.4627, -0.2733, 0.0822], [-0.1460, -0.0252, 0.4111], [0.0465, 1.0211, -0.2697], [-0.0136, -0.0081, -0.0914], [0.2508, 0.2126, 0.2554], [0.0960, 0.1129, 0.4794], [-0.4286, -0.8362, -0.4933], [-0.7306, 0.2793, -0.1816], [0.6423, 0.3669, 0.1566], [0.0287, -0.9275, 0.3592], [-0.0312, 1.5949, 0.9689], [2.1939, -0.7427, 3.1809], [-2.2893, -1.2615, -1.0372], [0.6687, 0.7647, 0.1163], [-0.7245, -0.5752, -0.4711], [0.1469, 1.4280, -1.1283], [0.4401, 0.4462, 3.4243], [-0.2090, 0.0069, -0.4212], [-0.5753, -0.7322, 0.4282], [0.0630, 0.3612, 0.4619], [-0.4801, 1.4130, -2.0271], [0.8292, 0.8450, 0.5224], [0.5372, 0.0956, -0.1282], [0.4317, -0.5032, 0.0305], [-0.6588, -0.2011, -0.3448], [-0.1946, 0.0548, 0.3879], [0.4172, 0.4010, -0.5515], [0.1705, -1.3644, -0.8214], [0.0338, 0.7555, -1.9640], [0.5064, 0.2045, -0.0969], [-0.0637, -0.9086, -0.1235], [-0.2992, 0.4640, -0.7120], [-0.2804, -0.0798, -0.5263], [0.4597, 0.4307, 0.2899], [-0.3093, -0.9313, 0.1913], [-0.7570, -0.0775, -0.7718], [-0.5252, 0.7075, -0.7417], [0.6513, -0.2006, 0.1459], [-0.4222, 0.1330, 0.7115], [-0.4661, -0.1066, -0.6361], [1.0269, 0.7197, 0.4449], [1.1642, -0.8536, -0.6679], [-1.7874, -0.8628, 0.4654], [2.1661, 0.9226, -1.1113], [0.4409, -0.0903, -0.7688], [0.1633, -0.0538, 0.5050], [-0.6285, 0.2997, -0.2995], [-0.7333, -0.5090, 0.2858], [-0.1968, -0.4274, 0.8110], [0.2440, -0.1238, 0.3672]], "largest_force_ev_per_a": 4.33, "orbital_gap_ev": [6.2964, 8.0874], "e_lumo_ev": [-0.04, -0.07], "de_lowest_kj_mol": 361.7, "charge": 0, "total_energy_ha": -2617.55017, "multiplicity": 3}

---

Entry 3:
{"formula": "C22H36O3P2V", "method": "ωB97M-V/def2-TZVPD", "elements": ["P", "P", "C", "C", "H", "H", "H", "H", "C", "H", "H", "H", "C", "H", "H", "H", "C", "H", "H", "H", "C", "H", "H", "H", "V", "C", "C", "C", "C", "C", "C", "C", "C", "C", "H", "H", "H", "H", "H", "H", "H", "H", "H", "H", "H", "H", "H", "H", "H", "O", "C", "C", "C", "C", "C", "C", "C", "O", "O", "H", "H", "H", "H", "H"], "coordinates": [[5.16079, 1.04569, 0.19256], [3.45513, 1.71979, -3.24774], [5.78024, 1.39158, -1.48363], [4.89436, 2.37179, -2.27719], [5.97632, 0.45493, -2.02730], [6.75790, 1.88293, -1.31290], [4.51031, 3.18414, -1.62728], [5.56689, 2.87109, -2.99595], [4.30704, 1.13101, -4.78531], [3.54182, 0.94107, -5.55258], [4.91842, 0.23025, -4.62745], [4.97514, 1.92056, -5.16158], [2.73426, 3.24138, -3.87818], [3.32791, 3.57147, -4.74528], [2.81311, 4.03076, -3.12018], [1.69064, 3.10210, -4.16337], [6.39766, -0.05870, 0.96733], [5.98659, -0.37967, 1.93519], [7.37247, 0.43603, 1.06507], [6.51593, -0.95058, 0.33227], [5.51297, 2.63306, 1.01798], [5.13044, 3.49717, 0.47468], [6.61742, 2.73140, 1.08912], [5.12005, 2.66615, 2.04280], [0.98057, 2.61946, -0.53801], [2.38738, 0.16668, -3.08415], [2.90825, -1.15987, -3.26222], [3.81691, -1.76217, -2.30643], [3.08517, -2.27179, -0.94051], [3.73472, -1.63176, 0.17546], [3.77302, -0.18737, 0.27330], [2.39395, 0.75242, -0.51264], [1.59379, 0.39493, -1.76014], [0.54340, 2.33809, 1.66066], [1.76659, 0.34232, -3.97172], [2.31274, -1.84973, -3.86820], [4.56603, -0.97840, -1.98603], [4.34477, -2.67788, -2.69023], [2.03421, -1.99320, -1.06040], [3.13192, -3.38167, -0.88470], [3.94047, -2.20056, 1.09160], [3.60846, 0.03065, 1.35023], [2.71081, 1.82703, -0.54888], [1.72846, 0.62378, 0.37572], [0.99073, -0.49109, -1.55361], [0.80200, 1.18657, -1.97515], [-0.39915, 2.89239, 1.50677], [1.19840, 2.84724, 2.39484], [0.28251, 1.30341, 1.93694], [-4.02404, 2.00826, -1.14942], [-4.03656, 0.67494, -0.99440], [-5.25389, -0.01419, -1.08853], [-5.28761, -1.40591, -0.89106], [-4.10764, -2.08699, -0.54108], [-2.90874, -1.40049, -0.45743], [-2.83505, -0.03087, -0.72172], [-1.49094, 0.66654, -0.56873], [-0.58602, -0.06570, -0.10130], [-1.38836, 1.90881, -0.90777], [-3.06280, 2.28121, -1.08485], [-6.16857, 0.54655, -1.30622], [-6.22897, -1.92452, -1.00438], [-4.11477, -3.16302, -0.34758], [-1.97701, -1.89955, -0.16735]], "atomic_forces_ev_per_a": [[2.4619, -0.6453, -1.0844], [2.6289, -0.1364, -1.7054], [0.6149, 0.2729, -0.0236], [0.3962, 0.4968, 0.0971], [-0.1456, 0.2853, 0.1938], [-0.2551, -0.2422, -0.3144], [0.1066, -0.4356, -0.2038], [-0.3815, -0.0676, 0.0373], [0.4088, 0.5844, 0.0653], [0.2393, -0.1459, 0.3154], [-0.5501, 0.1632, 0.1359], [-0.2074, -0.0660, 0.0891], [0.0401, 0.8818, -0.1914], [-0.3682, 0.0058, 0.1511], [-0.2123, -0.1292, -0.0779], [0.0894, 0.0455, -0.0487], [0.2675, 0.2713, -0.4487], [0.2732, 0.1018, -0.1999], [-0.2475, -0.0931, 0.2119], [-0.2412, 0.2979, 0.2648], [0.3998, 0.3734, 0.7085], [-0.1155, -0.1454, -0.0131], [-0.5630, -0.0199, -0.0492], [-0.0083, -0.0783, -0.2667], [-2.1217, -1.5333, 1.6394], [-2.0861, -2.3990, 1.3207], [-0.2638, 0.6260, -1.0525], [0.2671, -0.9932, 1.3766], [1.0465, -0.5403, -2.1025], [0.6196, 1.5892, 1.3818], [-4.5279, -0.3402, 0.8079], [0.4481, -1.8839, 2.0656], [0.3913, -0.2988, -0.4164], [0.2059, 0.8240, -1.2460], [-0.4643, 0.2960, 0.2198], [0.4356, 0.6221, -0.5363], [-0.4571, -1.0227, -0.2485], [-0.1684, 1.0556, 0.0481], [-0.0442, -0.2015, 0.1532], [0.0085, 0.6725, -0.0186], [-0.1827, 0.5515, -0.2476], [-0.1608, 0.1006, -0.1929], [1.0988, 0.0105, 0.1811], [0.1668, 0.3192, -0.7999], [0.0501, 0.3353, -0.0275], [0.2783, -0.2325, -0.1248], [0.1083, -0.0640, 0.5693], [-0.4130, -0.3169, -0.2898], [0.3081, 0.4466, -0.2082], [0.5836, 0.4645, -0.0881], [0.4849, -0.6657, 0.0942], [-0.0248, -0.5840, 0.0533], [0.7962, 0.9075, 0.0922], [-0.4421, -0.2391, -0.1971], [0.2732, 0.1203, -0.0091], [-0.5747, 0.5659, 0.1242], [0.0938, -1.7888, 0.7505], [-0.4707, 1.6634, -0.5622], [0.9624, 0.2647, 0.0803], [-0.6561, -0.1486, -0.0926], [0.3952, -0.1931, 0.0440], [-0.0090, -0.1003, 0.0926], [-0.1141, 0.3722, -0.0856], [-0.4717, 0.1632, -0.1914]], "largest_force_ev_per_a": 4.61, "orbital_gap_ev": [4.2517, 4.0187], "e_lumo_ev": [-0.90, -1.25], "de_lowest_kj_mol": 615.3, "charge": 0, "total_energy_ha": -2711.89989, "multiplicity": 4}